No. 1
The following is a DFT calculation (ωB97M-V/def2-TZVPD) of a molecular structure, C33H49CoN5O4P3 in a non-equilibrium geometry.

## Properties
total charge	+1
HOMO energy (alpha / beta)	-10.66 / -10.71	eV
energy above the lowest of the compared OMol25 structures with the same formula, charge and spin	41.7	kJ/mol
E	-116148.3822	eV
frontier orbital gap (alpha / beta)	8.2 / 9.1	eV
molar mass	731.64	g mol⁻¹
LUMO (alpha / beta)	-2.4 / -1.7	eV
2S+1	2

```
95
Properties=species:S:1:pos:R:3:forces:R:3
Co -0.6851 -0.9811 0.6672 0.24 -1.05 -0.29
O -0.7984 -3.0610 3.6037 -0.09 -0.12 0.02
C -0.0404 -2.9134 2.6678 0.30 0.22 -0.40
O -0.3952 -2.7682 1.4097 -0.31 0.03 0.41
C 1.4525 -2.8763 2.8716 -0.06 0.10 0.02
C 1.9877 -3.4497 4.0165 0.04 -0.03 0.04
C 3.3584 -3.4513 4.2226 0.00 0.00 0.01
C 4.1952 -2.8523 3.2906 0.01 0.02 0.00
C 3.6624 -2.2481 2.1606 -0.04 -0.05 -0.02
C 2.2855 -2.2566 1.9347 0.03 -0.02 -0.04
P 1.5749 -1.4929 0.4271 -0.07 0.37 0.02
C 2.7292 -0.1142 0.0770 -0.06 0.04 0.03
C 3.1462 0.7115 1.1255 -0.01 0.04 -0.01
C 3.9173 1.8395 0.8786 -0.02 -0.08 0.01
C 4.2665 2.1754 -0.4236 0.00 -0.01 -0.03
C 3.8453 1.3729 -1.4743 -0.02 -0.03 0.02
C 3.0859 0.2354 -1.2236 0.09 0.01 0.02
C 1.8611 -2.7068 -0.8980 0.03 0.01 0.00
C 3.1468 -2.9808 -1.3664 -0.01 -0.07 -0.01
C 3.3446 -3.9367 -2.3520 -0.01 0.02 0.00
C 2.2595 -4.6282 -2.8783 0.01 0.02 0.01
C 0.9779 -4.3638 -2.4159 0.00 0.02 0.03
C 0.7795 -3.4076 -1.4279 0.00 0.04 -0.04
H 1.3086 -3.9017 4.7285 0.03 0.02 -0.02
H 3.7761 -3.9163 5.1078 -0.03 0.02 -0.05
H 5.2679 -2.8486 3.4452 -0.06 0.00 -0.01
H 4.3301 -1.7651 1.4579 -0.02 -0.01 0.00
H 2.8880 0.4538 2.1473 0.01 0.00 -0.02
H 4.2639 2.4497 1.7054 -0.01 -0.03 -0.03
H 4.8793 3.0484 -0.6158 -0.04 -0.04 0.01
H 4.1246 1.6208 -2.4918 -0.02 -0.02 0.05
H 2.8010 -0.4056 -2.0465 0.01 0.03 -0.01
H 4.0007 -2.4479 -0.9636 -0.03 -0.02 0.00
H 4.3471 -4.1439 -2.7082 -0.06 0.01 0.03
H 2.4158 -5.3785 -3.6440 -0.01 0.04 0.03
H 0.1319 -4.9111 -2.8152 0.05 0.03 0.02
H -0.2174 -3.2238 -1.0461 0.01 -0.01 0.00
N -0.3431 0.6998 1.7489 -0.16 0.07 -0.01
C 0.1705 1.7070 1.9774 0.53 0.50 0.15
N 0.7614 2.8526 2.2303 -0.27 -0.22 0.01
C 0.9738 3.8523 1.1708 -0.04 -0.19 0.07
C 0.6438 5.2145 1.7388 0.04 0.05 0.17
O 1.3932 5.4558 2.9195 -0.07 -0.06 0.00
C 1.0781 4.5236 3.9438 -0.03 0.14 -0.12
C 1.4384 3.1193 3.5111 -0.05 -0.10 -0.23
H 0.3409 3.6097 0.3174 -0.01 -0.04 0.00
H 2.0174 3.8157 0.8547 0.05 -0.02 -0.03
H -0.4299 5.2814 1.9533 -0.02 0.02 0.03
H 0.9105 5.9897 1.0245 0.02 0.07 0.02
H 0.0100 4.5746 4.1846 -0.03 0.03 0.01
H 1.6523 4.8037 4.8232 0.03 0.07 0.01
H 1.1254 2.3826 4.2483 -0.03 -0.02 -0.01
H 2.5183 3.0422 3.3624 0.02 -0.03 0.00
C -2.9785 -1.5215 -2.5580 -0.09 0.14 -0.03
N -3.0416 -0.0853 -2.2651 -0.31 -0.23 -0.14
C -4.2264 0.5677 -2.8168 0.00 -0.04 0.16
P -1.5962 0.6976 -2.1209 0.29 -0.01 0.28
O -0.7280 -0.0125 -1.1257 -0.22 0.16 -0.06
N -1.9429 2.2471 -1.6957 -0.19 0.19 0.10
C -1.9839 3.3762 -2.6180 0.11 -0.03 0.10
C -2.6364 2.4771 -0.4317 0.08 0.10 -0.11
N -0.8268 0.7786 -3.5655 0.22 -0.23 -0.30
C 0.4808 0.1535 -3.7652 -0.12 0.15 -0.16
C -1.5857 0.9907 -4.7953 0.09 -0.03 0.06
H -3.8437 -2.0306 -2.1293 -0.02 0.04 0.02
H -2.0785 -1.9590 -2.1314 0.04 0.04 0.04
H -2.9828 -1.7097 -3.6372 0.01 0.01 -0.01
H -5.1246 0.1596 -2.3491 0.01 -0.03 0.03
H -4.3155 0.4163 -3.8966 -0.01 -0.03 0.00
H -4.2041 1.6382 -2.6148 0.02 -0.06 -0.02
H -1.3205 3.2073 -3.4616 -0.01 -0.02 0.04
H -1.6407 4.2721 -2.0978 0.00 0.01 0.03
H -2.9958 3.5746 -2.9881 -0.01 -0.02 0.00
H -2.5048 1.6278 0.2329 0.03 -0.10 0.03
H -3.7068 2.6619 -0.5743 0.00 -0.02 -0.01
H -2.2087 3.3542 0.0604 -0.01 0.03 0.01
H 0.9128 -0.1011 -2.8081 -0.02 -0.02 0.10
H 1.1535 0.8384 -4.2873 -0.03 0.01 -0.01
H 0.3846 -0.7585 -4.3617 -0.01 -0.02 0.00
H -2.5456 1.4631 -4.5949 0.05 0.00 0.02
H -1.7673 0.0474 -5.3193 -0.01 -0.02 0.00
H -1.0308 1.6494 -5.4659 0.03 0.00 0.00
C -4.5020 -0.6542 0.6538 0.00 -0.05 0.02
P -2.9475 -1.3215 1.3418 0.31 0.25 0.08
C -2.9974 -0.7125 3.0536 -0.02 -0.01 0.03
C -3.3675 -3.0753 1.5244 -0.02 -0.05 -0.05
H -5.2883 -0.7815 1.4003 -0.02 0.01 -0.04
H -4.7795 -1.2123 -0.2378 0.00 0.00 -0.06
H -4.4232 0.3962 0.3935 0.02 0.10 0.00
H -3.9554 -0.9552 3.5160 0.01 0.00 0.02
H -2.8464 0.3671 3.0690 -0.02 0.00 -0.01
H -2.1961 -1.1943 3.6153 -0.04 0.02 -0.01
H -4.3691 -3.1586 1.9495 -0.01 -0.05 0.00
H -2.6372 -3.5410 2.1831 -0.07 0.02 -0.01
H -3.3412 -3.5784 0.5564 -0.01 0.02 0.01
```
Positions in Å, forces in eV/Å.

These are the Löwdin partial charges, in e, on atoms 1 to 2:
1 Co 0.233
2 O 0.066

***

No. 2
The following is a DFT calculation (ωB97M-V/def2-TZVPD) of 4 unconnected molecules or ions with the total composition C33H50BBrN5O7S in a non-equilibrium geometry.

## Properties
total charge	+1
HOMO energy	-10.45	eV
E	-138361.3026	eV
frontier orbital gap	7.7	eV
molar mass	751.57	g mol⁻¹
LUMO	-2.8	eV

```
98
Properties=species:S:1:pos:R:3:forces:R:3
C -1.9181 -1.4715 -0.2853 -0.07 0.15 0.45
C -0.9257 -0.3901 0.1063 -0.74 -0.60 0.27
Br 0.5183 -1.2851 1.1113 -0.06 0.21 -0.10
C -1.6235 0.5571 1.0772 0.46 -0.68 -0.31
N -0.9231 1.8375 1.1633 -1.41 -0.83 0.48
C -0.1480 2.1846 2.2003 0.47 0.86 -1.04
N 0.1026 1.4016 3.2210 0.31 -0.24 0.27
O 0.8622 1.8025 4.2971 -0.18 0.24 -0.29
N 0.2858 3.4764 2.0452 -0.04 -0.29 0.53
C 1.7089 3.7615 2.1752 0.44 0.11 0.40
C 2.0392 5.2373 2.3082 1.40 1.38 -0.94
O 2.9605 5.7595 1.6978 -1.85 -1.09 1.15
O 1.2913 5.9352 3.1857 0.48 -0.14 -0.29
C -0.4428 4.0500 0.8887 -1.09 1.00 -1.63
C -0.9590 5.4901 1.1160 0.64 -0.59 1.44
B 0.4002 4.0328 -0.5205 0.13 -0.48 0.08
O 1.0696 2.8614 -0.8024 0.12 0.30 1.06
N 0.4189 5.1860 -1.4117 0.79 -1.04 -0.69
C 1.7272 5.9025 -1.2598 -0.61 0.19 0.64
C 0.3702 4.6352 -2.8089 -0.15 0.51 0.30
C -1.6718 3.0714 0.8303 1.10 0.56 1.21
C -2.6285 3.3417 2.0275 -0.89 0.47 -0.83
C -3.9395 4.1260 1.7705 -0.27 0.15 1.16
O -5.0605 3.2675 1.7428 0.04 -0.11 -0.57
C -4.1763 5.1756 2.8708 0.26 -0.07 -0.05
N -4.0902 4.6646 4.2387 -0.05 0.13 -0.23
S -2.4977 2.8793 -0.7883 -1.20 -1.38 -1.37
C -2.7463 4.4488 -1.5825 0.19 0.37 0.20
O -3.7929 2.3019 -0.5738 -0.14 0.41 0.72
O -1.6542 2.0515 -1.6114 1.05 0.67 0.18
H -2.6654 -1.0596 -0.9561 0.03 0.03 -0.35
H -1.4364 -2.3516 -0.6891 0.02 -0.06 -0.33
H -2.4580 -1.7774 0.6096 -0.04 -0.22 0.12
H -0.5317 0.1367 -0.7502 0.44 0.04 0.02
H -1.6816 0.0164 2.0182 -0.09 0.23 0.37
H -2.6537 0.6640 0.7495 -0.07 0.55 -0.12
H -0.2545 0.4599 3.2805 0.10 -0.14 -0.13
H 1.7765 1.5878 4.0649 0.19 -0.27 0.17
H 2.1035 3.3416 3.0941 -0.14 -0.14 0.23
H 2.3144 3.3240 1.3903 -0.08 0.16 -0.37
H 0.6759 5.3529 3.6447 -0.16 -0.11 0.06
H -1.9374 5.6413 0.6888 -0.02 0.19 -0.42
H -0.2424 6.2374 0.8101 -0.06 0.21 -0.37
H -1.0816 5.6254 2.1879 -0.17 0.17 0.13
H 2.0060 3.0135 -0.9711 0.09 -0.20 -0.79
H 2.5028 5.2951 -0.7886 0.12 -0.12 -0.01
H 2.1102 6.2078 -2.2225 -0.12 0.21 -0.23
H 1.5797 6.7683 -0.6242 0.16 0.25 0.02
H 0.0105 5.4257 -3.4587 -0.06 0.10 -0.19
H -0.2988 3.7846 -2.8700 -0.10 -0.10 -0.04
H 1.3487 4.3237 -3.1637 0.16 -0.15 -0.03
H -2.9309 2.4040 2.4829 0.01 -0.33 -0.17
H -2.1010 3.8842 2.8008 0.43 -0.01 0.06
H -3.9441 4.6756 0.8368 0.02 -0.14 -0.30
H -5.1948 2.8843 2.6114 -0.12 -0.02 0.22
H -5.1604 5.5913 2.6773 -0.21 0.05 0.03
H -3.4657 5.9930 2.7704 0.11 0.13 -0.08
H -4.1058 3.6585 4.3050 -0.08 -0.09 0.12
H -3.2738 5.0084 4.7141 0.09 -0.03 0.18
H -2.7036 4.2317 -2.6442 0.03 -0.23 -0.14
H -3.7343 4.8165 -1.3422 -0.21 -0.07 0.20
H -1.9948 5.1971 -1.3515 0.24 -0.07 0.01
C 4.9268 -0.9614 -0.1439 0.02 0.02 -0.01
C 6.0145 -0.2553 -0.6411 -0.03 0.01 0.00
C 5.9618 1.1286 -0.7394 0.02 -0.01 -0.02
C 4.8229 1.8092 -0.3330 -0.07 0.06 0.00
C 3.7376 1.1004 0.1649 0.08 0.07 0.02
C 3.7858 -0.2818 0.2572 -0.03 -0.08 0.11
H 4.9689 -2.0401 -0.0700 0.00 0.00 0.00
H 6.9052 -0.7843 -0.9525 0.00 0.00 -0.01
H 6.8083 1.6762 -1.1314 0.01 0.00 0.01
H 4.7854 2.8907 -0.4052 0.04 0.01 0.02
H 2.8424 1.6217 0.4838 -0.03 -0.12 -0.03
H 2.9251 -0.8119 0.6473 0.35 0.03 -0.15
C -0.0152 -6.8246 -1.6809 0.00 -0.04 0.01
C -0.0528 -6.5697 -3.0447 0.00 -0.01 0.00
C 0.2697 -5.3086 -3.5257 0.00 0.00 -0.02
C 0.6377 -4.3035 -2.6423 -0.02 0.02 0.01
C 0.6781 -4.5596 -1.2784 -0.03 0.02 -0.02
C 0.3482 -5.8189 -0.7967 0.00 0.01 0.01
H -0.2700 -7.8083 -1.3074 -0.01 -0.01 -0.01
H -0.3346 -7.3553 -3.7337 -0.02 0.00 0.00
H 0.2351 -5.1093 -4.5887 0.01 0.00 -0.01
H 0.8940 -3.3205 -3.0175 0.01 0.00 -0.01
H 0.9653 -3.7746 -0.5912 0.03 0.01 0.03
H 0.3753 -6.0171 0.2673 0.01 -0.01 0.00
C -0.2730 -13.3417 -1.4815 0.00 0.00 0.00
C -0.3114 -13.0862 -2.8451 -0.01 -0.01 -0.01
C 0.0118 -11.8250 -3.3246 0.00 0.00 -0.01
C 0.3809 -10.8212 -2.4403 -0.01 0.04 -0.01
C 0.4226 -11.0773 -1.0770 -0.01 0.03 0.00
C 0.0921 -12.3367 -0.5970 0.00 0.00 0.01
H -0.5275 -14.3248 -1.1079 0.00 -0.01 0.00
H -0.5937 -13.8710 -3.5345 -0.01 0.00 0.00
H -0.0235 -11.6244 -4.3875 0.01 0.00 -0.01
H 0.6380 -9.8380 -2.8149 0.02 0.00 0.00
H 0.7134 -10.2946 -0.3874 0.01 0.00 0.01
H 0.1203 -12.5357 0.4664 0.01 0.00 0.01
```
Positions in Å, forces in eV/Å.

These are the Löwdin partial charges, in e, on atoms 1 to 2:
1 C -0.117
2 C -0.638

***

No. 3
The following is a DFT calculation (ωB97M-V/def2-TZVPD) of 7 unconnected molecules or ions with the total composition C33H50BN7.

## Properties
HOMO energy	-7.95	eV
structure (SMILES)	[H]/N=C/CBCCCCCCC.c1cc[nH]c1.c1cc[nH]c1.c1cc[nH]c1.c1cc[nH]c1.c1cc[nH]c1.c1cc[nH]c1
E	-46136.8926	eV
frontier orbital gap	8.5	eV
molar mass	555.62	g mol⁻¹
LUMO	0.5	eV

```
91
Properties=species:S:1:pos:R:3:forces:R:3
C -0.2843 -0.5344 -3.7096 0.01 0.03 -0.20
C -1.3346 -1.2425 -4.5832 -0.08 0.27 0.08
C -2.4132 -2.0512 -3.8470 -0.05 -0.26 -0.09
C -1.9302 -2.8793 -2.6603 0.14 0.05 -0.04
C -0.8097 -3.8677 -3.0016 -0.07 0.17 0.23
C 0.0705 -4.1678 -1.7861 -0.11 -0.34 -0.05
C 0.7613 -5.5475 -1.8412 0.21 0.28 -0.17
B 2.1173 -5.5130 -2.6084 -0.13 -0.05 -0.04
C 2.6069 -6.6085 -3.6417 0.05 0.10 0.14
C 2.0098 -6.3774 -4.9914 -0.02 0.06 -0.02
N 1.2317 -5.4005 -5.2050 0.03 0.00 -0.03
H -0.4704 0.5376 -3.6620 -0.05 0.05 0.10
H -0.2513 -0.9079 -2.6895 0.00 -0.07 0.06
H 0.7104 -0.6682 -4.1342 0.07 0.03 0.02
H -0.8347 -1.8729 -5.3162 0.07 -0.16 0.05
H -1.8499 -0.4788 -5.1678 -0.02 -0.03 -0.13
H -2.8596 -2.7355 -4.5746 -0.07 0.02 -0.05
H -3.2270 -1.3993 -3.5256 0.03 0.12 0.10
H -2.7761 -3.4233 -2.2358 -0.06 -0.02 0.04
H -1.5899 -2.2135 -1.8640 0.02 0.05 0.04
H -1.2406 -4.8054 -3.3544 -0.05 -0.02 -0.16
H -0.2032 -3.4704 -3.8123 0.10 -0.11 -0.08
H -0.5527 -4.1065 -0.8922 0.01 0.00 0.10
H 0.8476 -3.4046 -1.7012 -0.08 0.17 0.13
H 1.0313 -5.8141 -0.8088 0.09 -0.09 0.04
H 0.0770 -6.3199 -2.1917 -0.11 -0.03 0.02
H 2.8680 -4.6144 -2.3380 0.00 0.04 -0.08
H 2.3320 -7.6205 -3.3271 0.03 -0.07 0.05
H 3.6930 -6.5893 -3.7650 0.07 -0.15 0.02
H 2.2963 -7.0782 -5.7813 -0.02 -0.06 -0.04
H 0.9273 -5.3878 -6.1777 -0.03 0.05 0.02
N -3.5366 -8.5629 -1.1271 0.00 0.00 0.01
C -3.3696 -7.7542 -2.2175 0.00 0.00 0.02
C -2.1377 -8.0222 -2.7512 0.02 0.02 -0.04
C -1.5386 -9.0321 -1.9497 0.01 0.00 0.00
C -2.4273 -9.3444 -0.9561 -0.01 0.02 0.00
H -4.3486 -8.5774 -0.5387 0.00 0.00 0.00
H -4.1351 -7.0600 -2.5184 0.00 0.01 -0.01
H -1.7102 -7.5439 -3.6173 -0.01 -0.01 -0.01
H -0.5665 -9.4758 -2.0858 0.00 -0.01 0.00
H -2.3642 -10.0514 -0.1470 0.01 0.00 0.00
N 2.1729 -2.2019 0.7624 0.06 0.00 0.01
C 2.8145 -3.4069 0.8272 -0.02 -0.03 -0.01
C 2.9197 -3.7570 2.1469 0.01 0.02 0.01
C 2.3166 -2.7185 2.9086 0.02 0.02 0.02
C 1.8667 -1.7733 2.0236 -0.05 0.08 -0.02
H 1.9561 -1.7094 -0.0848 -0.02 -0.02 0.00
H 3.1328 -3.9146 -0.0672 0.00 0.00 -0.01
H 3.3725 -4.6581 2.5248 0.01 0.00 0.00
H 2.2153 -2.6780 3.9809 -0.02 -0.02 0.01
H 1.3466 -0.8432 2.1829 -0.04 -0.03 -0.01
N 2.3829 1.0382 4.0416 0.03 -0.06 0.01
C 2.4238 2.0219 3.0937 0.00 -0.03 0.00
C 1.8311 3.1379 3.6219 -0.02 0.04 0.02
C 1.4194 2.8101 4.9432 -0.02 0.02 0.00
C 1.7739 1.5067 5.1710 0.04 0.00 -0.04
H 2.7448 0.1079 3.9194 0.02 0.00 -0.02
H 2.8693 1.8458 2.1298 0.01 0.01 0.00
H 1.7056 4.0809 3.1155 0.00 0.00 -0.01
H 0.9101 3.4462 5.6474 -0.04 -0.05 0.03
H 1.6437 0.8792 6.0355 -0.01 0.01 0.01
N 0.1676 6.0039 6.2308 0.05 0.00 0.00
C 0.2073 6.7383 7.3846 0.00 0.01 -0.03
C -1.0812 7.0681 7.7148 0.01 0.01 0.01
C -1.9295 6.5066 6.7201 -0.01 0.03 -0.02
C -1.1270 5.8556 5.8187 0.01 0.00 -0.03
H 0.9708 5.6353 5.7535 0.01 0.02 -0.01
H 1.1416 6.9634 7.8692 0.00 0.00 0.01
H -1.3821 7.6472 8.5714 0.00 0.00 0.00
H -3.0035 6.5729 6.6721 0.00 -0.01 0.01
H -1.3667 5.3040 4.9259 -0.01 -0.01 0.00
N -0.4987 9.2687 5.0611 0.02 -0.05 -0.01
C -1.2971 10.0494 4.2759 0.01 -0.02 0.01
C -0.5203 11.0429 3.7380 0.00 0.00 -0.01
C 0.8023 10.8499 4.2202 0.01 0.00 -0.01
C 0.7799 9.7466 5.0339 -0.01 -0.01 0.00
H -0.8063 8.4638 5.5838 -0.03 0.01 0.04
H -2.3461 9.8342 4.1654 -0.01 0.01 0.00
H -0.8615 11.8201 3.0749 0.00 0.00 0.00
H 1.6678 11.4511 3.9972 0.00 0.00 0.00
H 1.5628 9.2646 5.5940 0.00 0.01 0.01
N 0.0949 4.1872 -4.4352 0.00 0.00 0.00
C -0.7633 5.2185 -4.1676 0.01 -0.02 0.00
C -1.9446 4.9565 -4.8078 -0.01 0.00 0.00
C -1.7922 3.7177 -5.4886 -0.01 -0.01 0.00
C -0.5230 3.2687 -5.2391 0.02 -0.01 0.01
H 1.0357 4.1164 -4.0954 0.00 0.00 0.00
H -0.4630 6.0455 -3.5478 -0.01 0.01 0.00
H -2.8209 5.5823 -4.7908 0.00 0.00 0.00
H -2.5298 3.2151 -6.0913 0.00 0.00 0.00
H -0.0110 2.3786 -5.5623 0.00 0.00 -0.01
```
Positions in Å, forces in eV/Å.

These are the Löwdin partial charges, in e, on atoms 1 to 2:
1 C -0.097
2 C -0.251